77
Properties=species:S:1:pos:R:3 method="wB97M-V/def2-TZVPD" total_charge=-1 gap_ev=5.5560 de_lowest_kcal_mol=17.0 fmax_ev_per_a=1.05
Ti 0.247 0.129 0.722
C -0.482 2.183 -4.311
C -1.756 2.556 -3.919
C -2.000 2.780 -2.574
C -0.956 2.610 -1.672
N 0.280 2.276 -2.046
C 0.499 2.063 -3.338
C -1.185 2.825 -0.214
C -1.634 4.018 0.248
C -1.703 4.218 1.682
C -1.506 3.171 2.505
C -1.252 1.849 1.962
N -0.858 1.767 0.583
C -1.434 0.672 2.649
C -1.873 0.583 4.032
C -2.174 -0.606 4.586
C -2.036 -1.818 3.822
C -1.534 -1.718 2.569
N -1.193 -0.548 1.969
H -0.248 1.978 -5.347
H -2.557 2.648 -4.642
H -2.987 3.035 -2.213
H 1.510 1.772 -3.605
H -1.835 4.829 -0.437
H -1.923 5.201 2.077
H -1.591 3.291 3.578
H -1.991 1.495 4.601
H -2.527 -0.649 5.609
H -2.282 -2.786 4.234
H -1.350 -2.605 1.973
C 2.212 -1.384 2.231
C 1.958 -0.011 2.437
C 2.528 0.702 1.331
C 3.194 -0.256 0.515
C 3.007 -1.521 1.071
C 3.499 -2.813 0.501
C 3.909 0.039 -0.765
C 2.715 2.199 1.304
C 1.605 0.640 3.743
C 1.809 -2.491 3.156
H 2.873 -3.653 0.814
H 4.523 -3.046 0.812
H 3.497 -2.802 -0.593
H 4.997 -0.006 -0.649
H 3.657 1.029 -1.147
H 3.637 -0.679 -1.547
H 1.776 2.761 1.312
H 3.254 2.509 0.408
H 3.295 2.542 2.170
H 1.075 1.586 3.609
H 2.516 0.858 4.315
H 0.967 0.009 4.365
H 1.331 -3.319 2.623
H 1.098 -2.147 3.907
H 2.673 -2.914 3.681
C -0.515 -3.009 -0.891
C -0.144 -1.819 -1.785
C 0.942 -2.292 -2.762
C 0.390 -0.676 -0.953
C -1.414 -1.385 -2.531
C -1.591 -1.514 -3.905
C -2.774 -1.118 -4.523
C -3.813 -0.593 -3.776
C -3.653 -0.459 -2.400
C -2.471 -0.840 -1.793
H 0.390 -3.445 -0.459
H -1.053 -3.781 -1.450
H -1.158 -2.687 -0.071
H 1.831 -2.556 -2.188
H 1.218 -1.499 -3.461
H 0.637 -3.172 -3.339
H 1.100 -0.046 -1.506
H -0.799 -1.928 -4.516
H -2.875 -1.223 -5.598
H -4.735 -0.284 -4.254
H -4.449 -0.038 -1.797
H -2.339 -0.689 -0.726

***

11
Properties=species:S:1:pos:R:3 method="wB97M-V/def2-TZVPD" total_charge=0 gap_ev=8.7971 de_lowest_kcal_mol=129.6 fmax_ev_per_a=3.89
C -0.171 0.563 2.619
C -0.443 -0.145 -1.452
C -0.054 -1.429 -1.417
C 0.457 0.316 1.400
N -0.216 1.444 1.548
O -0.404 0.572 3.766
H -0.178 0.480 -2.307
H -1.067 0.129 -0.679
H 0.621 -1.729 -2.240
H -0.522 -2.110 -0.749
H -0.738 2.256 1.286

***

11
Properties=species:S:1:pos:R:3 method="wB97M-V/def2-TZVPD" total_charge=0 gap_ev="8.7859 / 6.4113" de_lowest_kcal_mol=106.2 fmax_ev_per_a=3.34
C 1.123 0.220 0.338
C 0.117 1.092 -0.005
C 0.894 -1.176 0.651
N -0.020 -1.795 1.140
N -1.201 0.741 -0.106
N -1.855 -0.219 -0.578
Cl 2.197 -2.145 -0.135
Cl -2.307 2.169 0.041
Cl -1.212 -1.443 -1.550
H 2.138 0.383 0.389
H 0.126 2.175 -0.186

***

13
Properties=species:S:1:pos:R:3 method="wB97M-V/def2-TZVPD" total_charge=0 gap_ev=9.7221 de_lowest_kcal_mol=98.3 smiles="[H]/N=C1/NOCCS1" fmax_ev_per_a=6.75
H -2.671 1.668 0.854
N -2.616 0.653 0.722
C -1.449 0.314 0.195
N -0.814 -0.894 0.299
O -0.020 -1.347 -0.758
C 1.307 -0.678 -0.535
C 1.203 0.600 0.094
S -0.332 1.468 -0.620
H -1.468 -1.714 0.566
H 1.574 -0.623 -1.734
H 2.140 -1.411 -0.125
H 2.121 1.281 -0.186
H 1.023 0.683 1.228

***

12
Properties=species:S:1:pos:R:3 method="wB97M-V/def2-TZVPD" total_charge=+1 spin_multiplicity=2 s2=1.290 gap_ev="7.9452 / 5.7154" de_lowest_kcal_mol=124.4 fmax_ev_per_a=2.30
N 2.052 1.090 0.398
H 1.278 0.548 0.842
H 2.666 0.583 -0.240
H 0.575 -0.592 -1.903
H 1.754 1.978 -0.016
N -2.381 -0.113 0.327
C -1.230 -0.856 0.516
O -0.127 -0.440 1.045
H -2.175 0.872 0.115
H 0.309 -0.051 -1.457
H -1.120 -1.182 -0.546
H -1.602 -1.836 0.920

***

107
Properties=species:S:1:pos:R:3 method="wB97M-V/def2-TZVPD" total_charge=+1 gap_ev=7.5811 fmax_ev_per_a=7.64
N 3.599 0.056 -0.997
C 3.395 1.469 -0.980
O 4.006 2.235 -1.680
C 2.312 1.983 -0.025
C 1.450 3.074 -0.687
N 0.036 2.608 -0.805
C -0.432 2.215 -1.994
C -1.729 1.774 -2.102
C -2.514 1.739 -0.966
C -2.013 2.143 0.260
C -0.711 2.572 0.305
H 2.866 -0.305 -1.612
H 3.309 -0.263 -0.075
H 1.678 1.148 0.272
H 2.732 2.394 0.892
H 1.824 3.330 -1.673
H 1.406 3.965 -0.070
H 0.249 2.261 -2.829
H -2.082 1.489 -3.080
H -3.537 1.400 -1.045
H -2.583 2.117 1.175
H -0.241 2.886 1.225
C 2.292 -6.183 -4.234
O 1.897 -4.796 -4.109
P 1.526 -4.205 -2.658
O 0.932 -2.883 -2.923
O 3.048 -4.084 -2.096
C 3.769 -2.976 -2.641
O 0.934 -4.589 -1.202
C 0.967 -5.978 -0.777
H 2.631 -6.333 -5.254
H 3.110 -6.415 -3.549
H 1.447 -6.842 -4.041
H 3.065 -2.238 -3.021
H 4.461 -3.264 -3.432
H 4.323 -2.548 -1.808
H 1.994 -6.343 -0.740
H 0.380 -6.600 -1.453
H 0.531 -6.032 0.216
C -0.782 -0.361 3.994
O -2.096 -0.583 3.434
P -2.293 -1.798 2.340
O -3.638 -1.389 1.866
O -2.248 -2.971 3.450
C -3.270 -2.996 4.454
O -1.930 -2.842 1.134
C -0.547 -3.213 0.909
H -0.876 0.390 4.773
H -0.382 -1.280 4.429
H -0.101 0.014 3.229
H -4.144 -2.425 4.147
H -2.882 -2.594 5.391
H -3.552 -4.035 4.605
H -0.125 -3.694 1.795
H 0.039 -2.329 0.652
H -0.515 -3.901 0.068
C -6.098 -2.268 0.363
O -7.502 -1.944 0.495
P -8.612 -3.003 -0.019
O -9.884 -2.280 -0.013
O -8.428 -4.037 1.221
C -8.943 -3.654 2.494
O -8.749 -4.186 -1.102
C -7.556 -4.808 -1.622
H -5.528 -1.513 0.885
H -5.881 -3.242 0.807
H -5.808 -2.270 -0.690
H -9.694 -2.870 2.402
H -8.131 -3.306 3.135
H -9.398 -4.534 2.945
H -6.977 -5.265 -0.817
H -6.940 -4.081 -2.153
H -7.867 -5.579 -2.320
C 5.362 6.039 -7.202
O 4.139 5.845 -6.460
P 3.369 4.428 -6.568
O 2.059 4.641 -5.943
O 4.405 3.604 -5.629
C 4.361 3.878 -4.228
O 3.197 3.220 -7.611
C 4.184 3.039 -8.653
H 5.788 6.986 -6.886
H 6.074 5.239 -6.989
H 5.161 6.081 -8.272
H 3.423 4.353 -3.941
H 5.192 4.530 -3.953
H 4.463 2.936 -3.697
H 5.171 2.863 -8.221
H 4.216 3.908 -9.310
H 3.890 2.171 -9.235
C 1.541 1.831 8.169
O 1.545 2.047 6.742
P 1.498 3.599 6.147
O 1.196 3.231 4.739
O 3.084 3.799 6.486
C 4.034 2.946 5.851
O 1.370 5.231 5.993
C 1.224 6.064 7.168
H 1.720 0.773 8.341
H 2.334 2.407 8.652
H 0.576 2.100 8.598
H 3.619 2.485 4.956
H 4.361 2.167 6.542
H 4.891 3.558 5.578
H 2.083 5.947 7.831
H 0.306 5.822 7.703
H 1.171 7.094 6.831

***

15
Properties=species:S:1:pos:R:3 method="wB97M-V/def2-TZVPD" total_charge=+2 spin_multiplicity=2 s2=0.752 gap_ev="6.5019 / 6.5945" de_lowest_kcal_mol=93.0 fmax_ev_per_a=9.64
O 0.567 -2.222 -4.089
C 0.454 -1.922 -2.973
Ce 0.223 -1.327 -0.686
C 0.113 -0.911 1.539
O 0.140 -0.922 2.702
C 0.746 1.100 -0.383
O 0.937 2.012 0.368
C -1.883 0.071 -0.746
O -2.927 0.564 -0.705
C 2.469 -0.733 -0.023
O 3.494 -0.368 0.418
H 0.615 0.573 -1.683
O -1.539 1.293 1.721
H -2.380 1.017 2.130
H -1.030 1.776 2.409

***

16
Properties=species:S:1:pos:R:3 method="wB97M-V/def2-TZVPD" total_charge=+1 gap_ev=8.9174 de_lowest_kcal_mol=155.1 fmax_ev_per_a=3.87
C 2.072 -0.571 -0.633
C 1.911 -0.475 0.798
C -2.625 0.042 0.313
C 0.315 1.209 -0.404
N 1.219 0.413 -0.053
N -1.400 -0.162 -0.256
O -1.033 -1.234 -0.710
H 3.087 -0.096 -0.940
H 1.733 -1.454 -1.184
H 1.250 -1.092 1.408
H 2.702 0.024 1.350
H -3.104 -0.892 0.503
H -3.403 0.458 -0.274
H -2.581 0.821 1.104
H 0.108 1.290 -1.468
H -0.251 1.718 0.446